Density functional theory data (ωB97M-V/def2-TZVPD) for a 2-piece molecular cluster, C3H9NO overall in a non-equilibrium geometry.

```
! RIJCOSX wB97M-V def2-TZVPD def2/J DEFGRID3
* xyz 0 1
C 1.0839 -0.0178 0.9765
H -3.0004 -0.5787 -0.3802
H -0.7566 0.8717 1.6254
C 2.0138 -0.0903 -0.2182
H 1.1348 -0.7951 1.8158
N -1.9588 -0.5241 -0.6999
H 1.3398 0.0993 -1.1804
C 0.0634 0.8132 0.8609
H -1.4382 -0.6048 0.2660
H -1.8622 -1.2109 -1.4122
H 2.5722 -1.0929 -0.2026
O -1.7216 0.7440 -1.2006
H -0.1782 1.6145 0.0904
H 2.7080 0.7720 -0.3410
*
```

Calculated values
Kohn-Sham gap: 9.13 eV
Energy: -249.5295 a.u.
SMILES string: [NH3+][O-].C=CC
HOMO: -8.52 eV

Density functional theory data (ωB97M-V/def2-TZVPD) for a 7-piece molecular cluster, C6H26O6S2 overall.

```
! RIJCOSX wB97M-V def2-TZVPD def2/J DEFGRID3
* xyz 0 1
H 0.3388 3.1327 -1.5491
H 1.1197 -0.3214 2.0008
H -0.0129 2.4986 1.7607
H 1.0257 -3.4492 1.9020
H -0.0769 -1.3322 -3.7090
C 1.0005 -0.1206 -2.3360
H -3.0192 1.2674 -1.6380
H 1.5214 0.9162 3.1354
O 0.2415 -4.0233 0.3869
S 2.9332 1.2556 -0.3107
H -0.0165 1.2982 0.4933
H 1.6684 0.1475 -3.1543
H -2.2634 0.8419 1.9957
O -0.4029 3.0261 -2.1630
H -1.5210 -2.5049 -2.0447
H -0.1611 0.4440 2.9478
H -0.4836 -3.4261 0.6641
H -0.4198 -2.1605 2.1888
O -2.5241 1.7438 1.8086
C 1.8962 2.2586 0.8273
H -0.7081 -1.5927 -0.7177
H 0.2904 0.6891 -2.1792
C -0.9894 -1.5938 -1.7692
H -0.6581 3.9180 -2.4251
H 0.8963 -2.2691 -2.6308
C 0.7658 0.6249 2.4016
O 1.2304 -2.7809 2.5864
H 2.5477 2.4629 1.6786
C 0.2270 -1.4043 -2.6615
H -2.6630 1.8502 0.8501
H 1.7369 3.2213 0.3347
H 2.0746 -2.3860 2.3539
O -2.5999 1.8164 -0.9711
O -1.2083 -2.0623 1.6090
H -1.3915 -1.1217 1.5776
H -1.7011 -0.7706 -1.8636
H 0.5362 -3.6114 -0.4320
H -1.8474 2.2748 -1.3980
S 2.0434 -0.4475 -0.8756
C 0.5743 1.6901 1.3252
*
```

Calculated values
Kohn-Sham gap: 9.04 eV
Energy: -1492.0296 a.u.
SMILES string: CCCSSCCC.O.O.O.O.O.O
HOMO: -9.00 eV

Density functional theory data (ωB97M-V/def2-TZVPD) for an isolated molecule of C6H8BrClN2O2 in a non-equilibrium geometry.

```
! RIJCOSX wB97M-V def2-TZVPD def2/J DEFGRID3
* xyz 0 1
C -2.4100 1.5537 0.5420
Br 3.6920 0.0834 0.2407
O -3.3318 1.6437 1.2699
C 1.0444 0.8667 -0.7424
Cl 2.1457 2.5708 1.2431
O -0.9274 1.7855 -2.5538
N -2.4249 1.6138 -0.8433
H -0.7028 2.3572 1.3783
C 0.9190 -0.6610 -1.1542
H 0.3225 -0.6750 -2.1102
C -1.1516 1.5906 -1.4312
H 0.3729 -1.3240 -0.3651
H -0.7552 0.4785 1.5213
H 1.9285 -0.9598 -1.3284
H 1.5599 1.3634 -1.4801
N -0.2425 1.4281 -0.4405
C 1.9609 0.9163 0.6189
H -3.2939 1.8044 -1.3992
H 1.4967 0.2543 1.2865
C -0.9319 1.3560 0.8740
*
```

Calculated values
Kohn-Sham gap: 10.40 eV
Energy: -3527.6524 a.u.
SMILES string: C[C@H]([C@H](Cl)Br)N1CC(=O)NC1=O
HOMO: -9.90 eV

Among the records above, which one has the highest HOMO?
C3H9NO

Repeat the third record exactly.
Density functional theory data (ωB97M-V/def2-TZVPD) for an isolated molecule of C6H8BrClN2O2 in a non-equilibrium geometry.

```
! RIJCOSX wB97M-V def2-TZVPD def2/J DEFGRID3
* xyz 0 1
C -2.4100 1.5537 0.5420
Br 3.6920 0.0834 0.2407
O -3.3318 1.6437 1.2699
C 1.0444 0.8667 -0.7424
Cl 2.1457 2.5708 1.2431
O -0.9274 1.7855 -2.5538
N -2.4249 1.6138 -0.8433
H -0.7028 2.3572 1.3783
C 0.9190 -0.6610 -1.1542
H 0.3225 -0.6750 -2.1102
C -1.1516 1.5906 -1.4312
H 0.3729 -1.3240 -0.3651
H -0.7552 0.4785 1.5213
H 1.9285 -0.9598 -1.3284
H 1.5599 1.3634 -1.4801
N -0.2425 1.4281 -0.4405
C 1.9609 0.9163 0.6189
H -3.2939 1.8044 -1.3992
H 1.4967 0.2543 1.2865
C -0.9319 1.3560 0.8740
*
```

Calculated values
Kohn-Sham gap: 10.40 eV
Energy: -3527.6524 a.u.
SMILES string: C[C@H]([C@H](Cl)Br)N1CC(=O)NC1=O
HOMO: -9.90 eV

Among the records above, which one has the highest HOMO?
C3H9NO